C23H34ClFNO6S2SiV as an isolated structure at a distorted geometry. Source: OMol25; level of theory: ωB97M-V/def2-TZVPD.

Cartesian coordinates (Å):
V 0.546 0.331 -1.034
Cl 7.227 1.364 -3.172
C 5.727 0.955 -2.383
C 5.649 -0.214 -1.605
C 4.487 -0.565 -0.969
C 3.334 0.226 -1.105
O 2.229 -0.120 -0.494
C 3.423 1.395 -1.898
C 2.291 2.233 -2.122
O 1.139 2.020 -1.707
C 4.634 1.752 -2.519
H 6.526 -0.842 -1.517
H 4.424 -1.457 -0.359
H 2.443 3.148 -2.699
H 4.688 2.657 -3.115
C 2.042 -0.749 2.267
Si 1.007 0.801 2.166
C 2.269 2.154 2.360
C -0.130 0.687 3.652
N 0.064 1.137 0.699
C -0.785 2.257 0.716
C -0.942 3.148 1.795
C -1.793 4.245 1.741
C -2.538 4.516 0.603
C -2.420 3.656 -0.481
C -1.577 2.580 -0.389
F -1.512 1.740 -1.468
H 2.162 -0.965 3.336
H 3.031 -0.573 1.837
H 1.625 -1.625 1.768
H 2.911 1.956 3.227
H 1.849 3.158 2.464
H 2.905 2.147 1.466
H 0.265 1.259 4.501
H -0.202 -0.358 3.963
H -1.136 1.054 3.451
H -0.376 2.988 2.701
H -1.865 4.895 2.605
H -3.191 5.377 0.552
H -2.974 3.805 -1.400
C -1.802 -4.303 -0.915
C -2.396 -4.165 0.485
C -1.507 -3.398 1.451
S -1.074 -1.711 1.052
O 0.010 -1.816 -0.019
C -2.572 -1.113 0.252
C -3.505 -0.473 1.274
C -4.763 0.068 0.600
H -2.494 -4.818 -1.584
H -0.869 -4.873 -0.887
H -1.568 -3.326 -1.343
H -2.555 -5.153 0.924
H -3.384 -3.703 0.436
H -0.515 -3.854 1.523
H -1.929 -3.359 2.458
H -3.053 -1.916 -0.306
H -2.210 -0.379 -0.467
H -2.976 0.340 1.770
H -3.777 -1.199 2.048
H -4.501 0.782 -0.186
H -5.405 0.582 1.318
H -5.346 -0.736 0.142
C 0.151 -2.608 -3.531
S 0.034 -0.871 -3.408
O 1.387 -0.369 -3.098
O -0.595 -0.370 -4.590
O -0.761 -0.616 -2.153
H 0.642 -2.826 -4.479
H -0.858 -3.019 -3.517
H 0.736 -2.974 -2.687

Results
Orbital gap (alpha / beta) (eV): 6.87 / 6.97
ΔE to the lowest compared entry with this formula, charge and spin (kcal per mole): 3.30
Spin multiplicity: 3
HOMO energy (alpha / beta) (eV): -7.4 / -7.6